Here is C26H54AlCl3F4N10NaO11S4 as an isolated structure in a non-equilibrium geometry from OMol25. Energies are from the ωB97M-V functional and the def2-TZVPD basis.

Each line ends with the Löwdin charge.
Cartesian coordinates (Å):
N (-1.34, 7.98, 3.31)  -0.035
C (-2.80, 7.67, 3.33)  -0.272
C (-3.29, 7.67, 1.78)  -0.177
C (-2.73, 6.31, 1.13)  -0.167
C (-3.92, 5.30, 0.66)  -0.089
N (-3.71, 5.12, -0.83)  -0.117
N (-4.51, 5.77, -1.76)  0.116
C (-2.71, 4.30, -1.19)  -0.146
N (-1.87, 3.58, -0.23)  0.201
C (-0.98, 2.82, -1.04)  -0.134
C (0.04, 1.88, -0.28)  -0.068
C (-0.62, 0.37, -0.32)  -0.216
C (0.45, -0.81, -0.05)  -0.426
S (0.38, -1.95, -1.55)  0.757
N (-1.20, 3.06, -2.45)  -0.068
S (-0.29, 2.35, -3.73)  0.876
O (0.86, 1.51, -3.24)  -0.271
O (0.33, 3.47, -4.52)  -0.243
C (-1.33, 1.22, -4.80)  -0.466
F (-1.54, 0.05, -4.03)  0.046
F (-2.59, 1.74, -5.10)  0.113
F (-0.65, 0.84, -5.94)  0.147
N (-2.25, 3.96, -2.51)  -0.087
O (-2.73, 4.42, -3.69)  0.085
H (-1.23, 8.80, 3.92)  0.072
H (-0.78, 7.20, 3.67)  0.062
H (-3.38, 8.42, 3.95)  0.116
H (-2.94, 6.65, 3.82)  0.111
H (-4.41, 7.80, 1.69)  0.106
H (-2.73, 8.54, 1.29)  0.113
H (-2.10, 6.60, 0.22)  0.111
H (-2.03, 5.75, 1.83)  0.103
H (-4.95, 5.74, 0.89)  0.145
H (-3.87, 4.31, 1.24)  0.082
H (-4.99, 5.12, -2.40)  0.110
H (-4.03, 6.53, -2.25)  0.128
H (1.10, 1.86, -0.70)  0.102
H (0.02, 2.20, 0.82)  0.145
H (-1.45, 0.27, 0.47)  0.118
H (-1.08, 0.29, -1.37)  0.067
H (0.10, -1.46, 0.83)  0.087
H (1.51, -0.42, 0.18)  0.099
H (-0.96, -1.85, -1.95)  -0.095
H (-3.53, 3.89, -3.94)  0.150
C (3.99, -6.03, 0.79)  -0.205
C (3.93, -4.94, -0.28)  -0.199
C (2.52, -4.34, -0.25)  -0.265
S (1.93, -4.54, 1.43)  0.654
O (0.81, -5.46, 1.41)  -0.299
O (1.86, -3.25, 2.07)  -0.336
C (3.37, -5.41, 2.04)  -0.237
H (5.02, -6.35, 0.98)  0.126
H (3.41, -6.90, 0.47)  0.129
H (4.67, -4.16, -0.06)  0.125
H (4.17, -5.33, -1.27)  0.121
H (2.53, -3.28, -0.50)  0.059
H (1.84, -4.88, -0.91)  0.059
H (3.07, -6.16, 2.78)  0.097
H (4.03, -4.68, 2.49)  0.115
C (-0.02, -4.12, -4.67)  -1.454
Cl (-0.05, -5.25, -6.02)  0.650
Cl (-1.60, -4.05, -3.88)  0.600
Cl (1.24, -4.57, -3.51)  0.823
H (0.21, -3.13, -5.06)  0.023
F (1.13, -7.04, -3.69)  -0.272
C (0.58, -4.38, 5.96)  -0.653
O (-0.15, -3.40, 5.97)  0.075
N (1.32, -4.74, 4.89)  0.191
N (0.72, -5.18, 7.06)  0.093
H (1.93, -5.54, 4.86)  0.093
H (1.24, -4.16, 4.06)  0.079
H (0.16, -4.93, 7.91)  -0.215
H (1.31, -5.99, 7.10)  0.029
C (-5.98, -0.19, 0.60)  -0.096
C (-5.21, 0.84, -0.22)  -0.265
C (-4.28, 1.70, 0.64)  -0.192
C (-5.08, 2.46, 1.65)  -0.219
N (-5.72, 3.05, 2.45)  0.178
H (-6.65, 0.29, 1.32)  0.080
H (-6.61, -0.80, -0.06)  0.081
H (-5.30, -0.86, 1.14)  0.081
H (-5.92, 1.47, -0.75)  0.114
H (-4.61, 0.31, -0.97)  0.099
H (-3.74, 2.41, 0.02)  0.053
H (-3.55, 1.08, 1.16)  0.109
Na (2.37, -7.02, 8.46)  0.839
C (-3.19, -4.15, 8.85)  -0.758
O (-2.09, -3.47, 9.02)  -0.115
O (-3.44, -4.37, 7.53)  0.117
O (-3.98, -4.60, 9.66)  0.121
H (-2.64, -3.89, 7.23)  0.094
Al (-0.67, -4.55, 9.20)  0.977
C (2.88, -1.40, -5.50)  0.004
C (3.92, -2.12, -4.68)  -0.520
O (3.76, -2.34, -3.48)  0.035
N (5.05, -2.53, -5.30)  0.050
C (5.43, -2.37, -6.69)  -0.036
H (2.04, -1.14, -4.86)  0.070
H (3.30, -0.48, -5.92)  0.101
H (2.52, -2.05, -6.30)  0.095
H (5.70, -3.00, -4.68)  0.158
H (5.59, -3.36, -7.11)  0.104
H (6.36, -1.81, -6.73)  0.102
H (4.67, -1.85, -7.26)  0.085
C (4.06, 2.61, -1.40)  -0.248
S (4.72, 1.21, -0.47)  0.839
O (3.92, 1.09, 0.79)  -0.534
C (6.30, 1.99, -0.04)  -0.242
H (3.05, 2.36, -1.73)  0.016
H (4.01, 3.50, -0.76)  0.071
H (4.69, 2.81, -2.26)  0.065
H (6.12, 2.91, 0.51)  0.069
H (6.85, 2.21, -0.95)  0.064
H (6.87, 1.30, 0.58)  0.060

Calculated values
* HOMO: -13.62 eV
* total charge: +3
* frontier orbital gap: 1.07 eV
* total energy: -168012.0861 eV



Here is C26H54BCaF3KMgN2O19PS3 as an isolated structure in a non-equilibrium geometry from OMol25. Energies are from the ωB97M-V functional and the def2-TZVPD basis.

Each line ends with the Löwdin charge.
Cartesian coordinates (Å):
C (0.45, 3.23, 1.19)  -0.072
C (-0.20, 4.29, 0.16)  -0.340
C (-1.77, 4.39, 0.55)  -0.100
C (-0.01, 3.91, -1.38)  -0.236
C (-0.57, 2.39, -1.56)  -0.162
C (1.50, 3.92, -1.90)  -0.195
O (2.01, 5.22, -2.23)  -0.084
B (2.70, 5.85, -1.09)  -0.676
C (2.34, 7.50, -1.16)  -0.175
N (1.11, 7.63, -2.00)  -0.025
C (4.34, 5.71, -1.11)  -0.067
C (4.89, 6.60, 0.12)  -0.202
O (4.54, 6.21, 1.27)  0.002
H (0.35, 3.56, 2.28)  0.104
H (-0.12, 2.23, 1.12)  0.083
H (1.54, 3.10, 0.88)  0.092
H (0.25, 5.32, 0.43)  0.133
H (-2.43, 4.06, -0.34)  0.060
H (-2.09, 5.48, 0.78)  0.035
H (-2.04, 3.78, 1.48)  0.094
H (-0.67, 4.59, -2.02)  0.153
H (-1.70, 2.32, -1.32)  -0.005
H (-0.44, 2.13, -2.71)  0.033
H (0.06, 1.63, -0.99)  0.120
H (1.51, 3.32, -2.89)  0.133
H (2.24, 3.37, -1.21)  0.138
H (2.28, 5.37, -0.07)  0.094
H (3.25, 8.04, -1.61)  0.112
H (2.12, 7.83, -0.09)  0.119
H (0.32, 7.24, -1.45)  0.058
H (0.92, 8.60, -2.28)  0.061
H (4.64, 4.63, -0.91)  0.113
H (4.78, 6.05, -2.11)  0.102
H (5.52, 7.55, -0.03)  0.130
Mg (-2.16, 0.97, -2.67)  1.028
O (3.88, 8.50, 4.09)  -0.394
S (5.32, 8.36, 3.82)  0.179
O (6.08, 9.27, 4.75)  -0.652
O (5.61, 8.75, 2.43)  -0.387
O (5.75, 6.98, 4.05)  -0.326
Ca (5.46, 11.05, 4.62)  1.584
C (-1.99, -5.26, -1.11)  -0.166
C (-1.01, -4.70, -2.13)  -0.152
O (-1.57, -3.45, -2.54)  -0.200
S (-2.38, -2.80, -1.30)  0.595
O (-1.52, -1.84, -0.66)  -0.265
O (-3.71, -2.48, -1.73)  -0.266
O (-2.44, -4.12, -0.36)  -0.174
H (-2.85, -5.71, -1.60)  0.133
H (-1.52, -5.99, -0.44)  0.112
H (-0.87, -5.37, -2.98)  0.123
H (-0.04, -4.50, -1.67)  0.129
N (-0.71, -8.10, -0.89)  0.064
C (-0.66, -8.43, -2.19)  -0.139
C (-0.45, -9.72, -2.65)  -0.073
C (-0.30, -10.73, -1.72)  -0.081
C (-0.35, -10.42, -0.37)  -0.068
C (-0.56, -9.10, -0.01)  -0.124
H (-0.78, -7.61, -2.89)  0.089
H (-0.42, -9.93, -3.72)  0.101
H (-0.13, -11.76, -2.04)  0.105
H (-0.23, -11.18, 0.39)  0.103
H (-0.62, -8.80, 1.03)  0.113
C (2.24, -3.12, 1.66)  -0.622
F (0.95, -2.74, 1.46)  0.080
F (3.00, -2.23, 0.98)  0.092
F (2.49, -2.90, 2.97)  0.100
S (2.56, -4.89, 1.16)  0.455
O (2.25, -4.95, -0.27)  -0.357
O (1.67, -5.69, 1.98)  -0.348
O (3.98, -5.12, 1.44)  -0.333
C (-6.70, -4.00, -2.62)  -0.053
C (-7.06, -4.53, -4.03)  -0.429
O (-5.93, -4.93, -4.59)  -0.003
H (-6.01, -3.16, -2.66)  0.057
H (-7.61, -3.66, -2.11)  0.082
H (-6.25, -4.78, -1.99)  0.081
H (-7.62, -3.71, -4.51)  0.109
H (-7.85, -5.28, -3.87)  0.114
C (-5.20, 2.29, -1.06)  -0.150
O (-5.32, 3.70, -1.18)  -0.395
P (-6.56, 4.49, -0.26)  0.513
O (-6.34, 3.57, 0.93)  -0.301
O (-7.73, 3.86, -1.25)  -0.258
C (-7.63, 4.09, -2.65)  -0.120
O (-7.79, 5.31, 0.66)  -0.285
C (-8.04, 6.63, 0.22)  -0.168
H (-4.65, 1.93, -1.94)  0.012
H (-4.64, 2.04, -0.16)  0.086
H (-6.18, 1.81, -1.04)  0.100
H (-7.29, 3.18, -3.14)  0.087
H (-6.93, 4.90, -2.88)  0.079
H (-8.61, 4.35, -3.04)  0.091
H (-8.37, 6.63, -0.82)  0.087
H (-7.13, 7.23, 0.33)  0.034
H (-8.82, 7.06, 0.85)  0.098
C (5.91, -6.51, 3.84)  -0.079
C (6.40, -5.11, 3.51)  -0.274
O (6.94, -4.42, 4.63)  -0.162
C (8.06, -5.01, 5.26)  -0.291
C (9.26, -5.18, 4.34)  -0.089
H (5.15, -6.47, 4.64)  0.084
H (5.46, -6.97, 2.96)  0.073
H (6.72, -7.16, 4.19)  0.058
H (5.55, -4.52, 3.16)  0.099
H (7.12, -5.13, 2.69)  0.109
H (7.78, -5.97, 5.71)  0.102
H (8.34, -4.35, 6.09)  0.113
H (9.04, -5.85, 3.50)  0.063
H (10.10, -5.60, 4.89)  0.071
H (9.55, -4.22, 3.92)  0.079
K (-4.73, 6.15, 0.81)  0.889

Calculated values
* HOMO: -6.86 eV
* frontier orbital gap: 1.26 eV
* total energy: -160533.7928 eV



Here is a 3-piece molecular cluster, C26H54F3N2O4P overall from OMol25. Energies are from the ωB97M-V functional and the def2-TZVPD basis.

Each line ends with the Mulliken spin population.
Cartesian coordinates (Å):
C (-1.63, -7.69, 1.27)  0.000
C (-0.92, -6.78, 0.29)  0.000
O (-0.16, -5.82, 1.01)  0.000
C (0.34, -4.76, 0.22)  0.000
C (-0.70, -3.71, -0.14)  0.001
O (-1.05, -2.86, 0.94)  0.001
C (-1.89, -3.39, 1.94)  0.000
P (-3.65, -3.78, 1.36)  0.000
C (-5.44, -4.11, 0.80)  0.000
C (-5.52, -4.44, -0.69)  0.000
C (-5.12, -5.86, -1.06)  0.000
F (-4.92, -6.65, 0.01)  0.000
F (-6.05, -6.47, -1.82)  0.000
F (-3.96, -5.89, -1.76)  0.000
H (-1.97, -7.10, 2.12)  0.000
H (-0.97, -8.47, 1.65)  0.000
H (-2.49, -8.16, 0.81)  0.000
H (-1.65, -6.28, -0.36)  0.000
H (-0.24, -7.35, -0.36)  0.000
H (0.78, -5.16, -0.71)  0.000
H (1.13, -4.29, 0.80)  0.000
H (-0.29, -3.06, -0.91)  -0.001
H (-1.59, -4.18, -0.58)  -0.001
H (-1.46, -4.28, 2.42)  0.000
H (-1.99, -2.60, 2.69)  0.000
H (-3.23, -4.97, 0.71)  0.000
H (-4.04, -3.88, 2.73)  0.000
H (-3.67, -2.51, 0.68)  0.002
H (-5.88, -4.90, 1.41)  0.000
H (-6.02, -3.20, 0.98)  0.000
H (-6.53, -4.30, -1.08)  0.000
H (-4.87, -3.77, -1.26)  0.000
C (-1.20, 2.59, -3.35)  0.025
C (-2.34, 1.92, -2.58)  -0.024
C (-3.22, 2.96, -1.86)  0.031
C (-2.52, 3.60, -0.67)  -0.014
C (-2.03, 2.55, 0.32)  0.028
C (-1.13, 1.48, -0.32)  -0.007
N (-1.85, 0.96, -1.54)  0.438
O (-2.61, -0.04, -1.33)  0.510
C (0.25, 2.04, -0.66)  0.043
C (-0.94, 0.31, 0.63)  -0.047
C (-3.18, 1.13, -3.59)  0.000
H (-1.61, 3.03, -4.26)  0.001
H (-0.70, 3.38, -2.80)  0.002
H (-0.45, 1.85, -3.64)  -0.011
H (-4.12, 2.45, -1.51)  0.000
H (-3.53, 3.71, -2.59)  0.002
H (-1.69, 4.23, -1.00)  0.000
H (-3.22, 4.27, -0.17)  0.002
H (-1.47, 3.02, 1.13)  0.000
H (-2.89, 2.05, 0.77)  0.002
H (0.81, 1.35, -1.29)  -0.012
H (0.81, 2.17, 0.27)  0.015
H (0.23, 3.01, -1.15)  0.005
H (-1.89, -0.10, 0.97)  0.012
H (-0.38, 0.65, 1.50)  -0.001
H (-0.39, -0.50, 0.16)  0.007
H (-2.58, 0.34, -4.05)  -0.003
H (-3.52, 1.81, -4.37)  0.000
H (-4.04, 0.67, -3.11)  0.003
C (4.63, 3.07, 2.98)  0.017
C (4.67, 2.44, 1.58)  -0.008
C (6.09, 2.39, 1.03)  0.030
C (6.64, 3.76, 0.65)  -0.014
C (5.72, 4.47, -0.34)  0.029
C (4.27, 4.58, 0.15)  -0.005
N (3.83, 3.20, 0.59)  0.390
O (3.31, 2.49, -0.32)  0.532
C (4.13, 5.61, 1.26)  0.020
C (3.35, 5.00, -1.00)  0.000
C (4.08, 1.03, 1.69)  0.004
H (5.00, 2.33, 3.69)  0.001
H (5.25, 3.95, 3.08)  0.001
H (3.60, 3.33, 3.26)  -0.008
H (6.08, 1.75, 0.14)  0.000
H (6.74, 1.90, 1.77)  0.002
H (6.79, 4.38, 1.54)  -0.001
H (7.62, 3.64, 0.19)  0.001
H (6.08, 5.48, -0.55)  0.002
H (5.72, 3.92, -1.29)  0.001
H (3.14, 5.54, 1.73)  -0.009
H (4.21, 6.60, 0.82)  0.000
H (4.89, 5.53, 2.03)  0.001
H (3.45, 4.34, -1.86)  0.004
H (3.61, 6.01, -1.29)  0.000
H (2.31, 4.98, -0.68)  0.000
H (3.04, 1.07, 2.01)  -0.001
H (4.66, 0.48, 2.43)  0.000
H (4.12, 0.51, 0.74)  0.004

Calculated values
* HOMO (alpha / beta): -7.58 / -7.82 eV
* spin multiplicity: 3
* frontier orbital gap (alpha / beta): 8.24 / 8.38 eV
* <S²>: 2.008
* total energy: -56443.9371 eV



Here is a 10-piece molecular cluster, C26H54N2O28 overall in a non-equilibrium geometry from OMol25. Energies are from the ωB97M-V functional and the def2-TZVPD basis.

Each line ends with the Löwdin charge.
Cartesian coordinates (Å):
C (-32.06, -5.62, -2.02)  -0.092
O (-31.81, -6.52, -1.01)  0.008
C (-31.72, -6.01, 0.25)  -0.561
O (-31.95, -4.87, 0.64)  0.110
O (-31.29, -6.96, 1.08)  -0.024
C (-31.03, -6.70, 2.45)  -0.026
H (-32.22, -6.05, -3.00)  0.097
H (-31.23, -4.91, -2.07)  0.099
H (-32.94, -4.99, -1.89)  0.096
H (-30.67, -7.62, 2.92)  0.096
H (-32.00, -6.40, 2.86)  0.098
H (-30.31, -5.88, 2.46)  0.099
C (-28.84, 2.03, 3.40)  -0.027
O (-29.39, 3.24, 3.95)  0.000
C (-29.15, 4.37, 3.33)  -0.674
O (-28.98, 4.46, 2.09)  0.077
O (-29.25, 5.29, 4.16)  0.050
C (-29.05, 6.66, 3.76)  -0.001
H (-28.87, 1.89, 2.32)  0.095
H (-29.35, 1.23, 3.94)  0.092
H (-27.79, 1.99, 3.68)  0.092
H (-29.07, 7.32, 4.62)  0.092
H (-29.77, 7.06, 3.05)  0.102
H (-28.03, 6.73, 3.37)  0.102
C (-22.55, -3.46, 4.14)  -0.062
O (-23.52, -3.72, 5.15)  0.007
C (-24.70, -3.08, 5.00)  -0.559
O (-25.17, -2.62, 3.97)  0.101
O (-25.25, -3.05, 6.23)  -0.009
C (-26.59, -2.61, 6.47)  -0.037
H (-21.96, -2.56, 4.26)  0.096
H (-22.87, -3.31, 3.11)  0.088
H (-21.91, -4.35, 4.08)  0.096
H (-27.27, -3.00, 5.71)  0.096
H (-26.65, -1.53, 6.54)  0.092
H (-26.92, -3.00, 7.43)  0.092
C (-31.79, -0.91, 13.76)  -0.065
O (-31.68, 0.29, 13.03)  -0.024
C (-31.09, 0.35, 11.79)  -0.610
O (-30.43, -0.58, 11.32)  0.096
O (-31.37, 1.46, 11.27)  0.046
C (-31.15, 1.65, 9.88)  -0.025
H (-32.45, -1.64, 13.31)  0.096
H (-32.38, -0.55, 14.61)  0.092
H (-30.86, -1.36, 14.11)  0.095
H (-31.59, 2.56, 9.48)  0.095
H (-31.79, 0.94, 9.35)  0.102
H (-30.12, 1.57, 9.53)  0.101
C (-21.35, -3.24, 11.00)  -0.024
O (-20.90, -2.88, 12.30)  0.025
C (-21.05, -3.67, 13.31)  -0.617
O (-21.42, -4.83, 13.24)  0.104
O (-20.75, -3.02, 14.48)  -0.011
C (-20.72, -3.80, 15.66)  -0.051
H (-22.44, -3.35, 11.03)  0.097
H (-21.03, -4.20, 10.59)  0.097
H (-21.09, -2.44, 10.30)  0.097
H (-20.68, -3.13, 16.52)  0.093
H (-19.80, -4.39, 15.67)  0.096
H (-21.58, -4.45, 15.78)  0.092
C (-26.23, -3.63, 14.60)  -0.049
O (-26.56, -4.74, 15.42)  0.009
C (-26.11, -4.74, 16.67)  -0.544
O (-25.54, -3.77, 17.20)  0.093
O (-26.46, -5.89, 17.30)  -0.005
C (-26.10, -6.16, 18.64)  -0.066
H (-25.16, -3.50, 14.43)  0.095
H (-26.64, -2.71, 15.01)  0.098
H (-26.65, -3.75, 13.60)  0.094
H (-26.59, -7.05, 19.04)  0.094
H (-26.25, -5.33, 19.33)  0.091
H (-25.03, -6.32, 18.80)  0.091
C (-16.51, -8.78, 1.91)  -0.067
O (-15.57, -9.05, 0.94)  0.000
C (-14.31, -9.29, 1.33)  -0.550
O (-13.87, -9.37, 2.49)  0.085
O (-13.52, -9.50, 0.27)  -0.022
C (-12.23, -9.98, 0.42)  -0.054
H (-16.52, -9.50, 2.72)  0.102
H (-17.46, -8.77, 1.37)  0.100
H (-16.29, -7.77, 2.24)  0.104
H (-12.26, -10.86, 1.07)  0.102
H (-11.79, -9.12, 0.94)  0.100
H (-11.74, -10.16, -0.54)  0.099
C (-27.41, -1.57, -2.45)  0.009
O (-28.42, -1.47, -3.55)  -0.002
C (-28.88, -0.32, -4.01)  -0.597
O (-28.53, 0.77, -3.52)  0.069
O (-29.77, -0.59, -4.94)  0.019
C (-30.49, 0.46, -5.60)  -0.040
H (-26.98, -0.61, -2.17)  0.082
H (-26.57, -2.15, -2.83)  0.089
H (-27.80, -1.93, -1.50)  0.090
H (-31.12, 1.10, -4.98)  0.095
H (-31.05, 0.10, -6.46)  0.094
H (-29.85, 1.26, -5.95)  0.090
C (-25.35, 3.87, 8.07)  0.033
N (-24.07, 4.36, 7.49)  -0.458
O (-23.11, 3.75, 7.84)  0.084
O (-24.12, 5.37, 6.79)  0.055
H (-26.15, 4.26, 7.43)  0.090
H (-25.48, 4.28, 9.07)  0.101
H (-25.41, 2.78, 8.10)  0.095
C (-16.11, -7.31, 7.72)  0.058
N (-17.38, -6.76, 7.12)  -0.425
O (-18.38, -7.50, 6.91)  0.011
O (-17.42, -5.63, 6.72)  0.065
H (-16.20, -8.37, 7.46)  0.094
H (-16.05, -7.09, 8.79)  0.101
H (-15.28, -6.88, 7.16)  0.097

Calculated values
* energy relative to the best compared isomer or geometry (same formula, charge and spin): 102.3 kcal/mol
* HOMO: -10.40 eV
* frontier orbital gap: 10.35 eV
* total energy: -88137.8724 eV



> What is the total energy in the first record?

-168012.0861 eV